(1)
A molecular structure, C32H36BrO4TeY in a non-equilibrium geometry. Source: the Open Molecules 2025 dataset; level of theory: ωB97M-V/def2-TZVPD.

Last column: Mulliken charge in e.
Element x y z (Å)
1 Y -0.728 -0.640 -0.338  0.02
2 C -2.997 -1.826 1.966  -0.90
3 C -1.788 -2.002 2.856  -0.58
4 O -0.768 -1.129 2.359  0.08
5 C 0.538 -1.441 2.847  -0.34
6 C 1.177 -2.603 2.064  -0.83
7 O 0.476 -2.742 0.830  0.39
8 C 1.081 -3.676 -0.068  -0.63
9 C 0.000 -4.236 -0.985  -0.84
10 O -0.976 -3.236 -1.302  -0.08
11 C -2.327 -3.667 -1.167  -0.78
12 C -2.831 -3.492 0.249  -0.43
13 O -2.675 -2.113 0.602  0.31
14 H -3.309 -0.781 1.998  0.26
15 H -3.819 -2.456 2.308  0.45
16 H -1.429 -3.035 2.847  0.33
17 H -2.040 -1.725 3.882  0.47
18 H 0.496 -1.679 3.910  0.47
19 H 1.125 -0.531 2.717  -0.14
20 H 1.126 -3.545 2.615  0.40
21 H 2.230 -2.377 1.877  0.43
22 H 1.528 -4.500 0.491  0.52
23 H 1.861 -3.168 -0.639  0.27
24 H -0.491 -5.085 -0.506  0.46
25 H 0.462 -4.579 -1.911  0.36
26 H -2.436 -4.710 -1.469  0.53
27 H -2.916 -3.048 -1.845  0.00
28 H -2.275 -4.127 0.945  0.31
29 H -3.890 -3.757 0.291  0.52
30 C -4.082 -0.075 -0.743  -0.44
31 C -3.553 1.082 -0.183  -0.52
32 C -2.663 1.866 -0.917  -0.94
33 C -2.283 1.475 -2.200  -0.37
34 C -2.806 0.307 -2.753  -0.62
35 C -3.709 -0.465 -2.026  -0.52
36 H -4.810 -0.658 -0.193  0.46
37 H -3.874 1.410 0.798  0.53
38 H -2.321 2.813 -0.525  0.96
39 H -1.623 2.104 -2.784  0.41
40 H -2.549 0.028 -3.767  0.49
41 H -4.162 -1.337 -2.479  0.76
42 Br 4.718 -1.115 -4.651  -0.13
43 C 3.221 -0.963 -3.506  -0.37
44 C 3.397 -0.535 -2.198  -0.30
45 C 2.293 -0.446 -1.362  -0.81
46 C 0.992 -0.739 -1.803  2.08
47 C 0.861 -1.163 -3.133  -0.87
48 C 1.957 -1.285 -3.975  -0.56
49 H 4.386 -0.275 -1.845  0.54
50 H 2.468 -0.120 -0.335  0.07
51 H -0.115 -1.412 -3.543  0.31
52 H 1.830 -1.626 -4.995  0.47
53 Te -0.060 2.019 1.296  0.36
54 C 1.661 2.528 2.473  0.43
55 C 2.960 2.186 2.132  -0.05
56 C 4.002 2.600 2.949  -0.62
57 C 3.743 3.339 4.095  -0.56
58 C 2.439 3.678 4.425  -0.63
59 C 1.388 3.271 3.615  -0.61
60 C 0.325 3.325 -0.352  0.48
61 C 1.167 2.966 -1.395  -0.22
62 C 1.401 3.865 -2.428  -0.62
63 C 0.783 5.107 -2.428  -0.60
64 C -0.070 5.456 -1.389  -0.66
65 C -0.292 4.573 -0.343  -0.55
66 H 3.178 1.622 1.232  0.34
67 H 5.021 2.349 2.686  0.44
68 H 4.560 3.651 4.731  0.42
69 H 2.230 4.265 5.310  0.42
70 H 0.371 3.541 3.869  0.41
71 H 1.647 1.999 -1.417  0.27
72 H 2.073 3.596 -3.233  0.48
73 H 0.978 5.809 -3.228  0.44
74 H -0.564 6.419 -1.389  0.44
75 H -0.924 4.870 0.486  0.47

Summary:
strongest force on any atom: 1.81 eV Å⁻¹
molecular weight: 781.0 g/mol
E: -120322.6843 eV
orbital gap: 7.93 eV
HOMO level: -13.4 eV
net charge: +2

=====

(2)
A gas-phase ion, C4H3O2 (charge +1) in a non-equilibrium geometry. Source: the Open Molecules 2025 dataset; level of theory: ωB97M-V/def2-TZVPD.

Last column: natural (NBO) charge in e.
Element x y z (Å)
1 C 1.061 -3.403 -0.204  -0.15
2 C 1.310 -2.254 -0.296  0.21
3 C 1.124 2.452 -0.174  0.14
4 C 1.996 0.336 0.250  0.83
5 O 1.899 -0.922 0.357  -0.40
6 O 1.676 1.362 -0.352  -0.35
7 H 0.442 -4.118 -0.707  0.28
8 H 1.805 3.280 -0.482  0.22
9 H 0.125 2.526 0.354  0.23

Summary:
strongest force on any atom: 7.65 eV Å⁻¹
molecular weight: 83.1 g/mol
E: -8273.0002 eV
orbital gap (alpha / beta): 7.40 / 8.86 eV
HOMO level (alpha / beta): -14.4 / -14.8 eV
net charge: +1

=====

(3)
A molecular structure, C3H18K2NO9 in a non-equilibrium geometry. Source: the Open Molecules 2025 dataset; level of theory: ωB97M-V/def2-TZVPD.

Last column: natural (NBO) charge in e.
Element x y z (Å)
1 K -1.223 -0.031 -5.045  0.99
2 K 1.534 -2.415 -1.284  0.99
3 N -0.344 0.540 -1.422  0.73
4 O -1.006 0.792 -2.453  -0.56
5 O 0.868 0.136 -1.510  -0.67
6 O -0.794 0.824 -0.313  -0.46
7 O 2.726 1.674 0.196  -0.94
8 H 3.075 0.856 0.563  0.46
9 H 1.994 1.394 -0.368  0.48
10 O -2.414 -1.764 -1.133  -0.98
11 H -1.879 -1.771 -0.331  0.46
12 H -2.700 -0.840 -1.227  0.50
13 O 1.764 0.800 -4.370  -0.99
14 H 1.664 0.589 -3.426  0.49
15 H 2.715 0.856 -4.515  0.49
16 O -2.933 2.630 -0.231  -0.96
17 H -2.009 2.332 -0.261  0.48
18 H -2.920 3.523 -0.594  0.47
19 O -4.062 0.290 -2.139  -0.94
20 H -3.673 1.175 -2.151  0.49
21 H -4.298 0.101 -3.053  0.46
22 C 0.912 0.295 3.169  -0.65
23 C 1.424 -1.020 2.550  0.11
24 C 1.346 -2.225 3.494  -0.63
25 O 0.769 -1.367 1.327  -0.80
26 H -0.172 0.168 3.213  0.22
27 H 1.269 1.179 2.648  0.23
28 H 1.311 0.263 4.182  0.23
29 H 2.497 -0.868 2.357  0.14
30 H 1.752 -1.947 4.466  0.22
31 H 1.996 -2.992 3.066  0.20
32 H 0.357 -2.665 3.606  0.22
33 H 0.455 -0.511 0.988  0.50

Summary:
strongest force on any atom: 1.72 eV Å⁻¹
molecular weight: 290.4 g/mol
E: -55964.4777 eV
orbital gap: 9.20 eV
HOMO level: -13.0 eV
net charge: +1

=====

(4)
A single C2H4NO2P molecule in a non-equilibrium geometry. Source: the Open Molecules 2025 dataset; level of theory: ωB97M-V/def2-TZVPD.

Last column: natural (NBO) charge in e.
Element x y z (Å)
1 C -0.105 -0.556 -0.587  -0.11
2 C -0.486 0.251 0.689  -0.81
3 P -2.256 -0.158 0.886  1.04
4 O -2.645 0.102 -1.010  -0.53
5 N -2.336 -1.154 -0.511  -0.13
6 O -1.050 -1.515 -0.913  -0.37
7 H 0.126 0.111 -1.498  0.18
8 H 0.785 -1.140 -0.625  0.21
9 H -0.018 0.068 1.631  0.25
10 H -0.700 1.225 0.323  0.27

Summary:
strongest force on any atom: 3.19 eV Å⁻¹
molecular weight: 105.0 g/mol
E: -17007.9445 eV
orbital gap: 8.98 eV
HOMO level: -9.4 eV
SMILES: C1Cp2on2O1

=====

(5)
A single C3H2ClNS molecule in a non-equilibrium geometry. Source: the Open Molecules 2025 dataset; level of theory: ωB97M-V/def2-TZVPD.

Last column: natural (NBO) charge in e.
Element x y z (Å)
1 N -1.674 1.893 -0.017  -0.23
2 C -1.003 0.964 0.104  0.23
3 C -0.196 -0.124 0.414  -0.33
4 Cl -1.136 -1.672 -0.016  -0.04
5 C 0.988 -0.215 -0.473  -0.31
6 S 2.465 -0.288 0.125  0.17
7 H -0.026 -0.262 1.431  0.27
8 H 0.581 -0.296 -1.568  0.23

Summary:
strongest force on any atom: 3.31 eV Å⁻¹
molecular weight: 119.6 g/mol
E: -27989.3352 eV
orbital gap: 8.44 eV
HOMO level: -9.8 eV
SMILES: N#C[C@@H](Cl)C=S

=====

(6)
A molecular structure, C12H26As2N3O3PPdS in a non-equilibrium geometry. Source: the Open Molecules 2025 dataset; level of theory: ωB97M-V/def2-TZVPD.

Last column: natural (NBO) charge in e.
Element x y z (Å)
1 Pd 0.954 -0.672 -0.287  0.53
2 C -0.675 -1.921 2.697  -0.94
3 As 0.577 -0.606 2.034  1.18
4 C 2.233 -0.934 2.977  -0.94
5 C -0.021 1.132 2.596  -0.40
6 C -0.662 1.368 3.806  -0.19
7 C -1.028 2.663 4.140  -0.17
8 C -0.747 3.716 3.276  -0.17
9 C -0.098 3.481 2.072  -0.22
10 C 0.266 2.183 1.733  -0.26
11 As 1.175 1.738 0.081  1.08
12 C 0.434 2.963 -1.232  -0.94
13 C 2.986 2.390 0.303  -0.94
14 H -0.657 -1.942 3.786  0.25
15 H -0.386 -2.901 2.323  0.25
16 H -1.671 -1.668 2.344  0.26
17 H 2.132 -0.633 4.019  0.26
18 H 3.034 -0.364 2.505  0.26
19 H 2.473 -1.994 2.921  0.26
20 H -0.883 0.552 4.483  0.23
21 H -1.536 2.854 5.075  0.24
22 H -1.036 4.724 3.542  0.24
23 H 0.120 4.308 1.407  0.22
24 H 0.785 3.971 -1.020  0.26
25 H -0.653 2.939 -1.176  0.24
26 H 0.773 2.671 -2.225  0.25
27 H 2.974 3.350 0.818  0.25
28 H 3.442 2.506 -0.679  0.25
29 H 3.565 1.668 0.878  0.26
30 O 3.425 -1.161 -0.687  -0.93
31 S 3.036 -1.066 -2.099  1.42
32 N 1.574 -0.789 -2.291  -1.13
33 N -2.743 0.089 -3.379  -0.68
34 C -1.383 -0.561 -3.368  -0.60
35 P -1.557 -1.879 -2.072  2.14
36 O -2.856 -2.527 -2.462  -1.16
37 O -1.345 -1.253 -0.732  -1.13
38 C -0.321 -3.218 -2.484  -0.61
39 N -1.144 -4.459 -2.714  -0.70
40 H -2.930 0.537 -2.480  0.45
41 H -3.444 -0.662 -3.480  0.47
42 H -2.858 0.782 -4.119  0.45
43 H -0.609 0.169 -3.156  0.27
44 H -1.225 -0.994 -4.354  0.25
45 H 0.391 -3.388 -1.681  0.25
46 H 0.235 -2.974 -3.385  0.27
47 H -2.128 -4.102 -2.829  0.49
48 H -1.141 -5.080 -1.904  0.44
49 H -0.851 -5.006 -3.522  0.44

Summary:
strongest force on any atom: 1.04 eV Å⁻¹
molecular weight: 579.7 g/mol
E: -168746.3809 eV
orbital gap (alpha / beta): 7.49 / 7.49 eV
HOMO level (alpha / beta): -14.1 / -14.1 eV
net charge: +2

=====

(7)
A single C4H8O2 molecule. Source: the Open Molecules 2025 dataset; level of theory: ωB97M-V/def2-TZVPD.

Last column: natural (NBO) charge in e.
Element x y z (Å)
1 C -1.779 0.579 0.392  -0.25
2 O -1.529 -0.810 0.608  -0.52
3 C -0.287 -1.193 0.116  0.32
4 O 0.856 -1.598 0.895  -0.48
5 C 0.831 -0.288 0.343  0.03
6 C 1.673 0.321 -0.746  -0.63
7 H -1.533 0.900 -0.632  0.17
8 H -2.836 0.766 0.581  0.20
9 H -1.201 1.204 1.079  0.17
10 H -0.382 -1.900 -0.706  0.17
11 H 0.651 0.434 1.144  0.18
12 H 2.666 0.642 -0.410  0.22
13 H 1.122 1.234 -1.018  0.22
14 H 1.747 -0.291 -1.647  0.22

Summary:
strongest force on any atom: 0.59 eV Å⁻¹
molecular weight: 88.1 g/mol
E: -8370.5087 eV
orbital gap: 11.29 eV
HOMO level: -10.3 eV
SMILES: CO[C@@H]1O[C@H]1C